{
  "formula": "C4H12NO",
  "method": "ωB97M-V/def2-TZVPD",
  "elements": ["C", "C", "C", "C", "N", "H", "H", "H", "H", "H", "H", "H", "H", "H", "H", "H", "H", "O"],
  "positions_angstrom": [[-2.983817, -0.563689, 0.841250], [-1.973537, -0.607164, -0.353270], [-1.004157, 0.546025, -0.356521], [0.337296, 0.380980, 0.026316], [1.342032, 1.212974, 0.213003], [-2.425706, -0.565593, 1.870146], [-3.701003, -1.413096, 0.857847], [-3.522281, 0.375540, 0.797714], [-2.546905, -0.625233, -1.343799], [-1.368992, -1.509748, -0.286987], [-1.359692, 1.551988, -0.698569], [0.636327, -0.682825, 0.174008], [1.973827, -0.853588, -3.270066], [2.340480, -0.255054, -3.480915], [1.115729, 2.200069, 0.149066], [4.175996, -0.519771, 0.569912], [2.769135, 0.249380, 0.338413], [3.283019, -0.622475, 0.235694]],
  "atomic_forces_ev_per_a": [[0.751, 0.359, 2.139], [0.865, 0.292, -1.026], [-2.689, 0.714, -0.562], [3.430, -1.195, 0.844], [-2.722, -0.798, -0.324], [-0.888, -0.114, -1.989], [0.729, 0.522, -0.452], [-0.330, 0.024, 0.037], [0.615, 0.321, 1.222], [-0.112, -0.173, -0.012], [0.246, -0.796, 0.364], [-0.130, 0.706, -0.097], [-0.167, -0.286, 0.104], [0.155, 0.291, -0.090], [-0.261, 0.479, -0.233], [0.032, 0.223, 0.066], [1.870, -1.845, 0.009], [-1.393, 1.277, -0.001]],
  "mulliken_charge": [-1.00, -0.43, 0.18, -0.04, -0.41, 0.32, 0.32, 0.36, 0.33, 0.36, 0.34, 0.33, -0.05, 0.05, 0.24, 0.32, 0.43, -0.65],
  "gap_ev": 5.4,
  "e_tot_ha": -289.167630,
  "charge": 1,
  "mol_weight_g_mol": 90.146,
  "fmax_ev_per_a": 3.73
}